35
Properties=species:S:1:pos:R:3:forces:R:3:mulliken_charge:R:1 method="wB97M-V/def2-TZVPD" total_charge=0 de_lowest_ev=13.362 total_energy_ev=-29623.2875
C 3.159 2.275 0.009 5.71 -0.78 -8.54 -1.29
H 2.550 2.286 0.743 -4.32 -0.14 5.05 0.54
H 4.265 2.204 0.294 -1.64 -0.34 -0.15 0.28
H 3.146 3.210 -0.597 -0.35 -0.42 0.63 0.37
C 2.744 1.017 -1.236 -6.19 2.03 9.70 -0.89
N 2.542 -0.207 -0.427 0.77 -1.03 -0.80 0.12
C 1.395 -1.005 -0.369 2.18 16.78 -10.58 0.47
S 1.339 -2.289 0.154 -1.70 -16.07 7.31 -0.46
N 0.417 -0.416 -1.472 2.75 -2.67 4.63 -0.21
C -0.865 -0.635 -1.317 -4.65 7.10 -5.64 0.64
O -1.617 -0.066 -2.250 2.20 -2.94 2.56 -0.74
C -1.581 -0.992 -0.106 9.38 -2.01 3.15 -0.43
C -2.865 -0.782 0.058 -4.90 10.31 7.64 0.67
C -3.146 0.532 1.078 -0.54 -4.57 -3.84 -0.49
C -4.472 0.897 1.055 0.88 5.04 6.83 -0.36
C -5.559 0.314 0.574 0.91 -4.99 -5.24 -0.48
C -5.179 -0.855 -0.374 -6.38 6.43 4.75 -0.81
C -3.959 -1.218 -0.482 3.58 -4.73 -4.79 -0.34
H -3.605 -1.863 -1.312 -1.15 -0.46 0.17 0.24
H -6.043 -1.089 -0.886 -1.11 -1.50 -1.53 0.42
H -6.545 0.709 0.465 -0.38 0.15 0.59 0.38
H -4.786 1.820 2.021 1.12 -2.31 -3.17 0.08
H -2.374 1.007 1.671 -0.05 -0.12 -0.20 0.29
H -0.909 -0.718 1.000 -1.79 -0.92 -3.57 0.20
H -1.456 -2.011 -0.281 0.43 -2.93 0.80 0.50
H 0.841 -0.024 -2.277 -0.39 0.10 -0.81 0.38
C 3.794 -0.843 0.163 -0.73 18.94 2.66 -1.58
C 3.809 -0.365 1.654 -0.66 -8.32 1.31 -0.84
H 4.609 -0.987 2.198 -0.21 1.71 -0.75 0.34
H 2.965 -1.115 2.169 1.27 2.59 -1.19 0.19
H 3.712 0.621 1.949 -0.07 1.73 0.08 0.34
H 4.619 -0.171 -0.382 -1.30 -1.84 1.03 0.26
H 3.877 -1.681 -0.067 1.24 -13.54 -2.96 1.19
H 1.740 1.354 -1.544 0.91 0.06 -0.18 0.49
H 3.436 1.085 -1.879 5.18 -0.34 -4.93 0.52